Entry 1:
Entry from the OMol25 dataset: a 7-piece molecular cluster, C47H65F9I3N8O5PS overall in a non-equilibrium geometry (ωB97M-V/def2-TZVPD).

Last column: Löwdin charge in e.
Positions of all 139 atoms, in Å:
H 4.15 2.62 3.35  0.06
N 3.50 2.39 2.60  0.08
C 2.31 2.74 2.90  -0.27
C 1.06 2.54 1.99  -0.17
C -0.03 1.49 2.54  -0.69
I -1.94 2.62 2.13  0.97
C 0.01 1.45 4.11  -0.22
C -0.33 2.81 4.85  -0.14
C 0.28 2.70 6.32  -0.39
F 1.66 2.69 6.28  0.10
F -0.12 1.44 6.77  0.08
C -0.35 3.87 7.16  -0.38
F -1.69 3.71 7.36  0.12
F -0.24 5.02 6.40  0.06
S 0.44 4.25 8.82  0.91
F -0.16 5.79 8.70  -0.17
F 1.81 4.80 8.17  -0.14
F 1.00 2.75 9.03  -0.13
F -0.98 3.87 9.57  -0.16
F 1.04 4.62 10.28  -0.14
O -0.26 0.36 1.78  -0.24
C 0.35 -0.91 1.99  -0.62
I 2.41 -0.88 2.70  1.15
C -0.48 -1.65 3.13  -0.19
C -1.97 -1.31 3.15  -0.12
C -3.14 -1.11 3.11  0.09
C 0.18 -1.64 0.54  -0.37
C 0.08 -3.23 0.65  -0.11
C 1.18 -4.01 1.44  -0.17
C 2.47 -4.38 0.60  -0.20
O 2.13 -4.87 -0.71  -0.06
C 3.20 -4.84 -1.59  -0.49
C 4.62 -5.52 -1.37  0.02
O 3.03 -4.28 -2.64  0.11
C 1.34 -1.37 -0.47  -0.22
C 1.69 0.12 -0.89  -0.63
C 3.18 0.54 -0.50  -0.21
I 1.73 0.17 -3.11  0.88
O -1.15 -1.25 0.21  -0.10
C -1.64 -1.06 -1.08  -0.58
N -1.37 0.29 -1.63  0.06
C -3.26 -0.99 -0.82  -0.19
C -4.09 -0.58 -2.09  -0.11
P -1.52 -2.38 -2.41  0.79
O -1.79 -1.87 -3.81  -0.47
H 2.17 3.26 3.88  0.10
H 0.62 3.57 1.90  0.07
H 1.43 2.29 0.97  0.10
H 0.95 1.06 4.57  0.09
H -0.80 0.75 4.45  0.11
H 0.13 3.69 4.34  0.11
H -1.43 2.94 5.04  0.10
H -0.38 -2.75 3.17  0.10
H -0.07 -1.30 4.12  0.09
H -4.19 -0.79 3.10  0.06
H -0.90 -3.42 1.17  0.13
H -0.01 -3.71 -0.35  0.10
H 1.43 -3.64 2.46  0.06
H 0.73 -5.03 1.64  0.13
H 3.25 -3.57 0.60  0.11
H 2.93 -5.25 1.15  0.13
H 5.12 -5.63 -2.36  0.09
H 4.42 -6.57 -1.00  0.08
H 5.18 -4.90 -0.63  0.09
H 2.32 -1.81 -0.14  0.08
H 1.13 -1.92 -1.43  0.04
H 0.93 0.89 -0.62  0.05
H 3.81 0.72 -1.42  0.02
H 3.24 1.48 0.09  0.04
H 3.72 -0.25 0.07  0.03
H -1.97 0.94 -1.12  0.07
H -1.53 0.32 -2.64  0.04
H -3.56 -2.03 -0.53  0.10
H -3.39 -0.32 0.07  0.11
H -4.14 -1.39 -2.86  0.07
H -3.80 0.39 -2.55  0.05
H -5.15 -0.45 -1.74  0.09
H -0.32 -3.13 -2.46  0.02
H -2.58 -3.32 -2.13  0.04
C -3.83 3.19 -2.83  -0.11
C -4.26 3.51 -1.52  -0.11
C -5.29 4.41 -1.63  -0.14
N -5.48 4.66 -2.97  -0.01
C -4.60 3.91 -3.70  -0.13
H -3.03 2.51 -3.10  0.08
H -3.87 3.12 -0.59  0.05
H -5.89 4.90 -0.89  0.11
H -6.17 5.28 -3.35  0.13
H -4.60 3.96 -4.78  0.11
C 2.94 -9.16 -2.16  -0.11
C 3.13 -10.56 -2.02  -0.11
C 2.52 -10.94 -0.85  -0.14
N 1.98 -9.82 -0.28  0.00
C 2.23 -8.73 -1.07  -0.15
H 3.29 -8.53 -2.97  0.09
H 3.64 -11.22 -2.70  0.08
H 2.42 -11.90 -0.38  0.10
H 1.47 -9.80 0.59  0.14
H 1.88 -7.75 -0.79  0.10
C 5.39 -11.15 -5.33  -0.12
C 4.14 -11.06 -5.99  -0.12
C 3.91 -12.26 -6.60  -0.14
N 4.98 -13.08 -6.34  0.00
C 5.89 -12.41 -5.57  -0.14
H 5.88 -10.38 -4.76  0.09
H 3.48 -10.20 -6.01  0.09
H 3.08 -12.61 -7.19  0.10
H 5.08 -14.02 -6.67  0.14
H 6.80 -12.88 -5.25  0.10
C 3.97 3.24 -7.69  -0.12
C 3.09 4.20 -7.13  -0.12
C 2.25 3.53 -6.28  -0.14
N 2.59 2.21 -6.31  0.00
C 3.64 2.02 -7.17  -0.14
H 4.76 3.43 -8.41  0.09
H 3.07 5.26 -7.33  0.09
H 1.45 3.88 -5.65  0.11
H 2.14 1.48 -5.78  0.06
H 4.06 1.04 -7.33  0.11
C -5.11 9.44 -3.12  -0.11
C -5.58 10.27 -4.17  -0.11
C -5.86 9.46 -5.24  -0.14
N -5.56 8.17 -4.88  0.00
C -5.11 8.15 -3.58  -0.15
H -4.80 9.76 -2.14  0.09
H -5.71 11.34 -4.15  0.09
H -6.24 9.68 -6.22  0.10
H -5.66 7.36 -5.47  0.14
H -4.82 7.23 -3.11  0.09
C -2.27 7.16 7.12  -0.11
C -2.65 7.47 8.45  -0.11
C -3.68 8.38 8.38  -0.14
N -3.93 8.63 7.06  0.00
C -3.08 7.89 6.28  -0.13
H -1.50 6.47 6.81  0.06
H -2.23 7.07 9.36  0.09
H -4.25 8.87 9.15  0.10
H -4.62 9.27 6.71  0.14
H -3.12 7.95 5.21  0.10

Computed properties:
SMILES string: [H]/N=C/C[C@](I)(CCC(F)(F)C(F)(F)S(F)(F)(F)(F)F)O[C@@](I)(CC#C)[C@](CCCOC(C)=O)(C[C@@H](C)I)O[C@](N)(CC)[PH2]=O.c1cc[nH]c1.c1cc[nH]c1.c1cc[nH]c1.c1cc[nH]c1.c1cc[nH]c1.c1cc[nH]c1
Frontier orbital gap: 7.45 eV
LUMO level: -0.01586 Ha
HOMO level: -7.9 eV

Entry 2:
Entry from the OMol25 dataset: C24H29F3N9O2TeTi as an isolated structure (ωB97M-V/def2-TZVPD).

Last column: Löwdin charge in e.
Positions of all 69 atoms, in Å:
Ti -1.18 1.73 0.26  0.45
C -3.28 3.03 -1.35  -0.16
C -2.03 3.98 -1.46  -0.16
N -0.85 3.10 -1.33  -0.17
C 0.57 3.54 -1.31  -0.06
C 1.31 2.21 -1.30  -0.23
C 2.53 1.90 -1.88  0.02
C 2.91 0.56 -1.92  0.01
C 2.06 -0.43 -1.45  0.03
C 0.87 -0.06 -0.86  -0.22
C -0.23 -1.04 -0.47  -0.06
N -1.48 -0.39 0.07  -0.09
C -2.75 -0.67 -0.69  -0.12
C -3.67 0.56 -0.63  -0.16
N -2.80 1.66 -1.08  -0.20
N 0.58 1.24 -0.74  0.00
H -3.86 3.04 -2.28  0.13
H -3.91 3.35 -0.53  0.09
H -2.02 4.70 -0.65  0.09
H -2.03 4.50 -2.42  0.13
H -0.88 2.45 -2.14  0.09
H 0.76 4.14 -0.41  0.13
H 0.83 4.14 -2.18  0.14
H 3.14 2.67 -2.34  0.13
H 3.84 0.29 -2.39  0.13
H 2.31 -1.48 -1.58  0.13
H 0.15 -1.77 0.25  0.12
H -0.48 -1.57 -1.39  0.12
H -1.61 -0.73 1.02  0.07
H -3.25 -1.56 -0.29  0.13
H -2.47 -0.86 -1.72  0.12
H -4.04 0.77 0.38  0.11
H -4.52 0.40 -1.29  0.14
H -2.35 1.30 -1.94  0.08
F 1.64 0.22 -4.94  0.15
C 0.44 0.82 -4.84  -0.54
F 0.68 2.13 -4.58  0.12
F -0.16 0.75 -6.03  0.17
C -0.43 0.17 -3.73  -0.55
O -0.33 -1.04 -3.57  0.07
O -1.18 0.98 -3.11  -0.05
C -1.17 -0.61 3.29  0.00
C 0.11 0.02 2.88  -0.34
N 0.25 0.91 1.92  -0.03
C 1.58 1.32 1.96  -0.10
C 2.23 0.64 2.92  -0.02
N 1.30 -0.20 3.50  0.01
C 1.67 -1.36 4.29  -0.05
N 2.23 -2.37 3.44  -0.05
N 3.51 -2.18 3.01  0.06
N 3.72 -2.84 1.95  0.09
C 2.55 -3.50 1.61  -0.23
C 2.27 -4.34 0.53  0.00
C 0.99 -4.84 0.44  -0.07
C 0.02 -4.54 1.41  -0.08
C 0.28 -3.72 2.48  -0.03
C 1.58 -3.19 2.55  -0.18
H -1.98 0.08 3.06  0.04
H -1.20 -0.78 4.37  0.10
H -1.35 -1.57 2.81  0.07
H 1.97 2.08 1.31  0.11
H 3.26 0.64 3.23  0.13
H 0.79 -1.75 4.80  0.14
H 2.42 -1.07 5.02  0.15
H 3.04 -4.59 -0.20  0.12
H 0.73 -5.50 -0.38  0.11
H -0.96 -4.99 1.32  0.11
H -0.46 -3.54 3.25  0.11
Te -2.14 3.08 2.05  0.49

Computed properties:
Energy relative to the best compared isomer or geometry (same formula, charge and spin): 38.6 kJ/mol
Frontier orbital gap (alpha / beta): 7.15 / 7.15 eV
LUMO level (alpha / beta): -0.12676 / -0.12680 Ha
HOMO level (alpha / beta): -10.6 / -10.6 eV
Charge: +1

Entry 3:
Entry from the OMol25 dataset: the molecule C4H4N2O in a non-equilibrium geometry (ωB97M-V/def2-TZVPD).

Last column: Löwdin charge in e.
Positions of all 11 atoms, in Å:
O 0.48 1.97 1.67  0.08
C 0.38 1.26 0.70  -0.46
C -1.18 0.64 0.45  0.01
C -1.16 -0.66 0.24  0.05
N 0.49 -1.26 -0.21  0.05
C 1.17 -0.26 -0.81  -0.27
N 1.24 0.93 -0.29  0.12
H -1.89 1.47 0.60  0.11
H -1.69 -1.60 0.26  0.09
H 0.55 -2.10 -0.80  0.10
H 1.61 -0.38 -1.81  0.13

Computed properties:
SMILES string: O=c1cc[nH]cn1
Energy relative to the best compared isomer or geometry (same formula, charge and spin): 267.0 kJ/mol
Frontier orbital gap: 10.05 eV
LUMO level: 0.01738 Ha
HOMO level: -9.6 eV

Entry 4:
Entry from the OMol25 dataset: C24H12F5N4NdO3 as an isolated structure in a non-equilibrium geometry (ωB97M-V/def2-TZVPD).

Last column: Löwdin charge in e.
Positions of all 49 atoms, in Å:
Nd 7.65 10.88 10.55  1.98
O 6.26 15.03 11.71  0.02
C 6.49 13.83 11.62  -0.50
N 6.60 13.08 10.56  -0.05
C 6.12 13.53 9.32  -0.21
C 5.65 14.80 9.06  -0.03
C 5.06 15.12 7.87  -0.07
C 4.98 14.12 6.90  -0.10
C 5.50 12.91 7.11  -0.06
C 6.12 12.59 8.27  -0.20
N 6.72 11.29 8.51  -0.10
C 7.21 10.49 7.53  -0.54
O 7.44 10.77 6.38  0.08
C 7.58 9.09 8.06  -0.22
C 8.15 8.20 7.22  0.00
C 8.45 6.89 7.61  -0.04
C 8.20 6.52 8.90  -0.06
C 7.59 7.46 9.72  -0.13
N 7.25 8.70 9.33  -0.04
C 6.41 13.03 12.96  -0.18
C 6.24 13.81 14.13  0.02
C 6.43 13.20 15.35  -0.06
C 6.67 11.85 15.35  -0.10
C 6.78 11.12 14.19  -0.09
N 6.66 11.72 12.91  -0.01
H 5.71 15.49 9.89  0.10
H 4.60 16.08 7.72  0.10
H 4.38 14.35 6.05  0.10
H 5.47 12.10 6.36  0.13
H 8.27 8.52 6.15  0.15
H 9.02 6.18 7.01  0.12
H 8.41 5.44 9.25  0.15
H 7.21 7.06 10.65  0.11
H 6.01 14.86 14.05  0.11
H 6.28 13.63 16.41  0.15
H 6.85 11.33 16.28  0.11
H 6.93 10.04 14.25  0.11
F 14.43 9.80 8.60  0.12
C 13.30 10.06 9.25  -0.16
C 13.30 10.24 10.61  -0.18
F 14.40 9.89 11.22  0.16
C 12.16 10.66 11.24  -0.16
F 12.11 10.70 12.57  0.12
C 11.02 10.87 10.49  -0.26
O 9.82 11.14 11.04  -0.32
C 11.05 10.76 9.09  -0.13
F 9.88 10.97 8.44  0.08
C 12.17 10.24 8.48  -0.09
F 12.10 9.93 7.13  0.08

Computed properties:
2S+1: 4
Expectation value of S²: 3.753
Frontier orbital gap (alpha / beta): 6.68 / 6.71 eV
LUMO level (alpha / beta): -0.02597 / -0.02492 Ha
HOMO level (alpha / beta): -7.4 / -7.4 eV

Entry 5:
Entry from the OMol25 dataset: C32H43BaN3O as an isolated structure in a non-equilibrium geometry (ωB97M-V/def2-TZVPD).

Last column: Löwdin charge in e.
Positions of all 80 atoms, in Å:
Ba 0.88 0.20 0.06  1.10
N 2.91 3.24 -0.18  0.07
N -0.70 2.32 -0.60  -0.16
C -0.20 -0.78 2.35  -0.36
C -0.11 0.58 2.74  -0.31
C 1.26 0.96 2.70  -0.35
C 1.84 2.33 3.04  -0.07
H 1.05 3.07 3.24  0.06
H 2.50 2.74 2.25  0.05
H 2.43 2.20 3.97  0.07
C 2.03 -0.15 2.30  -0.41
C 3.50 -0.10 1.86  -0.07
H 4.05 -0.40 2.76  0.07
H 3.85 0.90 1.55  0.07
H 3.77 -0.81 1.05  0.06
C 1.11 -1.28 2.10  -0.41
C 1.45 -2.58 1.39  -0.07
H 2.28 -2.54 0.66  0.05
H 0.59 -3.07 0.89  0.07
H 1.77 -3.22 2.23  0.07
C -1.26 1.45 3.24  -0.05
H -1.31 1.41 4.34  0.07
H -2.23 1.11 2.85  0.05
H -1.15 2.52 2.95  0.07
C -1.49 -1.60 2.25  -0.03
H -1.46 -2.36 1.44  0.07
H -2.39 -0.99 2.07  0.06
H -1.61 -2.13 3.21  0.08
C 4.00 3.52 -0.89  -0.19
H 4.86 3.88 -0.33  0.09
C 4.07 3.35 -2.29  -0.13
H 5.00 3.58 -2.81  0.08
C 2.95 2.89 -2.97  -0.12
H 2.95 2.74 -4.04  0.09
C 1.79 2.60 -2.26  -0.09
H 0.89 2.22 -2.73  0.11
C 1.79 2.86 -0.86  -0.39
C 0.56 2.77 -0.08  -0.29
H 0.56 3.18 0.95  0.09
C -1.27 1.09 -0.16  -0.27
C -1.66 2.98 -1.38  -0.06
H -1.46 3.96 -1.76  0.12
C -2.72 2.20 -1.47  -0.09
H -3.68 2.25 -1.94  0.10
N -2.49 1.00 -0.81  -0.04
C -3.30 -0.15 -0.51  -0.14
C -4.39 0.04 0.33  -0.21
C -5.22 -1.06 0.58  -0.03
H -6.09 -0.92 1.21  0.10
C -4.95 -2.32 0.04  -0.27
C -5.87 -3.49 0.30  -0.11
H -5.32 -4.42 0.44  0.06
H -6.56 -3.65 -0.54  0.07
H -6.49 -3.32 1.19  0.06
C -3.82 -2.49 -0.76  -0.03
H -3.59 -3.46 -1.19  0.10
C -2.96 -1.41 -1.04  -0.19
C -1.73 -1.61 -1.87  -0.06
H -1.51 -0.77 -2.55  0.08
H -1.81 -2.52 -2.49  0.07
H -0.83 -1.76 -1.25  0.03
C -4.68 1.38 0.93  -0.06
H -5.20 2.05 0.23  0.08
H -3.78 1.91 1.27  0.07
H -5.34 1.27 1.80  0.08
C 2.72 -3.44 -2.04  -0.14
C 1.65 -2.39 -1.88  -0.28
O 2.18 -1.19 -1.28  -0.54
C 2.99 -0.42 -2.21  -0.27
C 4.21 0.12 -1.53  -0.08
H 3.53 -3.14 -2.71  0.05
H 2.24 -4.32 -2.45  0.05
H 3.15 -3.71 -1.07  0.07
H 1.17 -2.09 -2.82  0.11
H 0.88 -2.79 -1.20  0.08
H 3.29 -1.07 -3.03  0.10
H 2.32 0.33 -2.66  0.10
H 4.81 -0.70 -1.13  0.08
H 4.81 0.64 -2.27  0.07
H 3.96 0.81 -0.73  0.04

Computed properties:
Energy relative to the best compared isomer or geometry (same formula, charge and spin): 0.0 kJ/mol
Frontier orbital gap: 1.47 eV
LUMO level: 0.14269 Ha
HOMO level: 2.4 eV
Charge: -2

Entry 6:
Entry from the OMol25 dataset: the molecule C31H36N2O6 (ωB97M-V/def2-TZVPD).

Last column: Löwdin charge in e.
Positions of all 75 atoms, in Å:
C 0.25 4.57 -0.91  -0.06
C -0.25 3.18 -1.26  -0.24
O 0.83 2.27 -1.10  -0.07
C 0.54 0.95 -1.43  -0.32
O -0.51 0.42 -0.66  0.01
C -0.17 0.15 0.65  -0.16
C -1.33 0.02 1.60  -0.39
O -1.31 0.62 2.66  0.07
N -2.36 -0.77 1.22  -0.03
C -2.34 -1.73 0.15  -0.11
C -2.22 -3.15 0.75  -0.14
N -3.23 -3.45 1.73  -0.17
C -4.46 -4.05 1.26  -0.14
C -5.38 -3.18 0.43  -0.22
C -6.36 -2.40 1.03  -0.06
C -7.18 -1.58 0.28  -0.08
C -7.03 -1.53 -1.10  -0.09
C -6.06 -2.31 -1.71  -0.08
C -5.25 -3.13 -0.95  -0.06
C -3.33 -2.41 2.73  -0.14
C -3.45 -1.00 2.15  -0.10
C 1.08 0.07 1.09  0.03
C 2.27 0.20 0.20  -0.19
C 3.07 1.45 0.47  -0.06
C 2.60 2.44 1.25  -0.01
O 3.23 3.59 1.52  0.08
C 4.44 3.80 0.95  -0.18
C 5.08 5.01 1.22  0.01
C 6.32 5.27 0.67  -0.07
C 6.93 4.33 -0.16  -0.07
C 6.30 3.14 -0.43  0.00
C 5.05 2.86 0.12  -0.06
C 4.37 1.58 -0.17  -0.28
O 4.88 0.72 -0.89  0.06
C 1.84 0.14 -1.28  -0.17
C 1.64 -1.30 -1.78  -0.13
C 2.91 -1.92 -2.38  -0.16
C 3.78 -2.72 -1.40  -0.27
O 4.32 -1.97 -0.34  -0.09
H 0.58 4.60 0.13  0.07
H -0.55 5.29 -1.04  0.08
H 1.09 4.84 -1.55  0.08
H -1.08 2.89 -0.61  0.13
H -0.60 3.14 -2.30  0.13
H 0.16 0.90 -2.47  0.17
H -1.51 -1.54 -0.53  0.11
H -3.28 -1.64 -0.41  0.12
H -2.25 -3.89 -0.05  0.12
H -1.24 -3.21 1.25  0.13
H -5.00 -4.40 2.15  0.12
H -4.18 -4.93 0.68  0.12
H -6.49 -2.45 2.11  0.11
H -7.93 -0.98 0.77  0.10
H -7.67 -0.89 -1.69  0.10
H -5.95 -2.28 -2.79  0.10
H -4.51 -3.75 -1.44  0.11
H -4.17 -2.63 3.39  0.12
H -2.41 -2.45 3.33  0.13
H -3.38 -0.25 2.94  0.12
H -4.39 -0.88 1.61  0.11
H 1.25 -0.12 2.14  0.14
H 2.94 -0.65 0.39  0.14
H 1.64 2.39 1.74  0.15
H 4.59 5.73 1.87  0.12
H 6.81 6.20 0.88  0.11
H 7.90 4.54 -0.58  0.10
H 6.75 2.39 -1.07  0.12
H 2.59 0.64 -1.90  0.15
H 1.28 -1.92 -0.96  0.12
H 0.87 -1.29 -2.55  0.12
H 3.53 -1.14 -2.82  0.11
H 2.63 -2.61 -3.18  0.11
H 4.58 -3.20 -1.97  0.11
H 3.18 -3.51 -0.93  0.12
H 4.70 -1.15 -0.70  0.06

Computed properties:
SMILES string: CCO[C@@H]1OC(C(=O)N2CCN(Cc3ccccc3)CC2)=C[C@H](c2coc3ccccc3c2=O)[C@H]1CCCO
Energy relative to the best compared isomer or geometry (same formula, charge and spin): 15.1 kJ/mol
Frontier orbital gap: 8.19 eV
LUMO level: 0.00640 Ha
HOMO level: -8.0 eV

Entry 7:
Entry from the OMol25 dataset: a 13-piece molecular cluster, C6H39NO13 overall in a non-equilibrium geometry (ωB97M-V/def2-TZVPD).

Last column: Löwdin charge in e.
Positions of all 59 atoms, in Å:
C -0.37 0.43 -0.04  -0.25
O 0.07 0.98 -1.22  -0.07
C 0.20 -0.99 0.28  -0.28
C 0.23 -1.29 1.83  -0.35
C 0.73 -2.71 2.09  -0.05
C -1.08 -0.98 2.51  -0.29
C -0.94 -0.27 3.77  -0.12
N -0.45 -2.02 -0.57  0.06
H -0.12 1.08 0.75  0.08
H -1.41 0.36 -0.09  0.11
H 1.09 0.92 -1.23  0.14
H 1.37 -0.84 -0.08  0.14
H 1.01 -0.59 2.43  0.12
H 0.97 -2.99 1.09  0.06
H 1.57 -2.57 2.81  0.08
H -0.06 -3.16 2.70  0.07
H -1.52 -2.03 2.76  0.12
H -1.89 -0.53 1.89  0.12
H -0.44 0.61 3.58  0.04
H -0.23 -0.82 4.49  0.11
H -1.89 -0.15 4.36  0.10
H -0.70 -1.47 -1.43  0.08
H -1.28 -2.48 -0.24  0.00
H 2.21 2.95 -2.32  -0.05
H 1.56 4.22 -2.62  0.09
O 1.92 3.40 -3.07  -0.05
H -3.33 -2.18 0.93  0.09
H -3.81 -3.03 -0.18  0.04
O -3.15 -2.37 -0.04  -0.07
H 4.05 3.19 -1.16  0.02
H 3.33 2.24 -0.22  -0.01
O 3.26 3.06 -0.71  -0.03
H 0.68 1.48 -3.41  -0.01
H 0.42 1.04 -4.89  0.01
O 0.27 0.88 -4.01  0.00
H -3.83 0.89 -1.80  0.08
H -3.89 2.28 -1.19  -0.01
O -4.20 1.43 -0.96  -0.11
H -1.58 -4.19 0.80  0.04
H -2.09 -4.52 -0.50  0.08
O -2.18 -4.94 0.45  -0.13
H -0.15 3.65 2.07  0.03
H -0.37 2.55 1.02  0.02
O -0.86 3.22 1.58  -0.07
H -0.48 3.89 -3.31  0.06
H -0.95 2.45 -2.88  0.02
O -1.31 3.28 -3.36  -0.12
H 3.37 -0.17 -0.67  -0.05
H 3.07 0.26 0.79  0.05
O 3.58 0.49 -0.02  -0.06
H 3.48 -2.06 -1.51  0.05
H 2.08 -1.43 -1.94  0.06
O 3.00 -1.30 -1.73  0.01
H 2.47 -0.29 3.53  0.09
H 2.12 0.93 4.11  -0.04
O 2.34 0.69 3.30  -0.01
H -1.32 0.28 -2.73  -0.08
H -2.38 -0.85 -2.87  0.08
O -2.18 0.12 -2.91  -0.03

Computed properties:
Energy relative to the best compared isomer or geometry (same formula, charge and spin): 680.9 kJ/mol
Frontier orbital gap: 9.55 eV
LUMO level: -0.00149 Ha
HOMO level: -9.6 eV